Entry 1:
19
Properties=species:S:1:pos:R:3:nbo_charge:R:1 method="wB97M-V/def2-TZVPD" e_above_lowest_kcal_mol=75.96 multiplicity=1 smiles="NC(=[NH2+])N1CC[C@H]1[N+](=O)[O-]" charge=+1 homo_lumo_gap_ha=0.3873 total_energy_ev=-14338.910 homo_ha=-0.54297 e_lumo_ha=-0.156
N 1.94527 0.97830 0.67807 -0.749
C 0.73886 1.12511 0.14728 0.663
N 0.14925 2.25444 -0.28563 -0.758
N 0.04737 0.02568 -0.15662 -0.398
C 0.07710 -1.34150 0.45303 -0.215
C -1.30848 -1.71702 -0.21105 -0.436
C -1.57374 -0.20258 -0.64950 0.107
N -2.61461 0.62090 0.04000 0.517
O -3.44624 0.05969 0.66493 -0.273
O -2.57606 1.79691 -0.19569 -0.374
H 2.22376 0.01128 0.93831 0.441
H 2.41779 1.81950 0.85610 0.429
H -0.83899 2.15780 -0.31793 0.424
H 0.55850 3.14860 -0.13892 0.420
H 0.04047 -1.39772 1.49656 0.218
H 0.88941 -1.86959 0.05991 0.216
H -1.32325 -2.45076 -1.00680 0.259
H -2.10223 -2.17825 0.33525 0.266
H -1.54250 0.08814 -1.64940 0.241

=====

Entry 2:
151
Properties=species:S:1:pos:R:3:lowdin_charge:R:1 method="wB97M-V/def2-TZVPD" multiplicity=1 smiles="CCOCCOc1cc2c(c(Br)c1CC)C(=O)c1c(CCC(F)=C(F)F)c(P(C)CC)c(CC(=O)F)c(CCCF)c1C2=O.CN(C)C=O.CN(C)C=O.CN(C)C=O.CN(C)C=O.CN(C)C=O.CN(C)C=O" homo_lumo_gap_ha=0.2733 total_energy_ev=-177477.642 homo_ha=-0.28223 e_lumo_ha=-0.009
C 1.72106 -0.09117 -4.66667 -0.060
C 1.20322 -0.91757 -3.47366 -0.251
O 2.28586 -1.53268 -2.76704 -0.145
C 2.17375 -2.94530 -2.82221 -0.203
C 3.22276 -3.58026 -1.91535 -0.144
O 3.16850 -3.24342 -0.51889 -0.022
C 1.91980 -3.05467 0.01853 -0.229
C 1.61745 -1.76467 0.40999 0.088
C 0.42222 -1.48453 0.99618 -0.076
C -0.50561 -2.49320 1.19417 -0.131
C -0.22658 -3.78717 0.81726 -0.469
Br -1.50141 -5.19285 1.12524 0.911
C 1.00832 -4.06838 0.22202 -0.189
C 1.31184 -5.51005 -0.14175 -0.198
C 1.73415 -6.27543 1.16602 -0.084
C -1.82149 -2.08350 1.84564 -0.281
O -2.34656 -2.74611 2.71309 0.079
C -2.36764 -0.75461 1.34086 -0.041
C -3.70613 -0.53498 1.07455 -0.152
C -4.67018 -1.70016 1.23720 -0.102
C -4.30431 -2.81051 0.20273 -0.097
C -3.94938 -2.27612 -1.15093 -0.191
F -4.95940 -2.19375 -2.07446 0.043
C -2.73274 -1.87526 -1.56131 -0.297
F -2.54501 -0.66493 -2.06986 0.148
F -1.61881 -2.57389 -1.48301 0.157
C -4.14901 0.72198 0.64333 -0.225
P -5.90082 1.21529 0.27422 1.041
C -6.77290 -0.05958 -0.75411 -0.264
C -6.82220 1.27107 1.91194 -0.369
C -7.68831 2.57247 1.94144 -0.166
C -3.18469 1.72872 0.49984 -0.161
C -3.63131 3.12860 0.05433 -0.070
C -4.43298 3.84500 1.13095 -0.467
O -5.19609 4.75093 0.94938 0.138
F -4.23242 3.33451 2.38280 0.088
C -1.83285 1.50903 0.74559 -0.105
C -0.79383 2.61364 0.59619 -0.101
C -0.80864 3.49817 1.89926 -0.133
C -1.15067 4.95859 1.63480 -0.217
F -0.29143 5.55752 0.71785 -0.051
C -1.42412 0.25361 1.16023 -0.017
C 0.02399 -0.09264 1.43486 -0.237
O 0.80189 0.65785 1.98156 0.139
H 2.24794 0.77299 -4.23962 0.077
H 0.89307 0.31611 -5.26310 0.048
H 2.38317 -0.68221 -5.30944 0.063
H 0.70798 -0.23431 -2.76984 0.120
H 0.46857 -1.63417 -3.86333 0.108
H 1.14981 -3.31559 -2.67343 0.124
H 2.45340 -3.23912 -3.85473 0.131
H 4.19507 -3.20724 -2.26301 0.130
H 3.23892 -4.66112 -2.10565 0.113
H 2.33992 -0.96521 0.26958 0.151
H 0.40017 -6.00600 -0.49082 0.068
H 2.06789 -5.62838 -0.91375 0.085
H 2.61218 -6.90886 1.01390 0.070
H 2.01677 -5.50955 1.89999 0.081
H 0.90051 -6.83178 1.59851 0.043
H -5.72223 -1.41140 1.23137 0.078
H -4.48272 -2.11930 2.23362 0.117
H -3.50487 -3.47782 0.53963 0.051
H -5.18096 -3.45926 0.07980 0.108
H -6.42279 -1.08393 -0.61999 0.004
H -7.82764 -0.03740 -0.44737 0.040
H -6.74984 0.17405 -1.82283 0.032
H -6.04745 1.41005 2.67461 0.066
H -7.44965 0.38989 2.08862 0.039
H -8.76086 2.35926 1.88920 0.061
H -7.51762 3.07522 2.90310 0.067
H -7.38676 3.28608 1.16943 0.035
H -2.77916 3.73627 -0.25562 0.107
H -4.23992 3.00159 -0.84425 0.109
H 0.21701 2.21608 0.51276 0.102
H -0.97501 3.21719 -0.29891 0.110
H 0.14994 3.46314 2.44111 0.086
H -1.57583 3.11646 2.58657 0.122
H -2.19191 5.11631 1.32805 0.097
H -1.04074 5.48942 2.58932 0.112
C -10.09781 -4.81641 2.15865 -0.055
N -9.01400 -3.85523 2.09545 -0.195
C -7.64561 -4.33484 2.09925 -0.032
C -9.23628 -2.53060 2.03365 -0.332
O -8.37336 -1.67061 1.98101 0.003
H -10.01475 -5.40065 3.07720 0.091
H -10.04085 -5.48823 1.29984 0.090
H -11.05995 -4.30831 2.14773 0.083
H -7.11271 -3.91888 2.95584 0.099
H -7.14763 -4.00519 1.19067 0.076
H -7.62957 -5.42082 2.15164 0.089
H -10.30868 -2.27496 2.03901 0.136
C 4.75926 5.58058 3.82044 -0.052
N 3.43972 5.02018 4.03471 -0.184
C 3.23186 4.12489 5.16735 -0.043
C 2.40871 5.29912 3.22464 -0.325
O 1.27731 4.85929 3.35078 -0.006
H 5.47455 4.76955 3.67358 0.074
H 5.04837 6.16582 4.69661 0.090
H 4.76785 6.22607 2.94274 0.080
H 2.88979 3.15867 4.80624 0.089
H 2.46393 4.54346 5.82112 0.097
H 4.15267 4.00089 5.71842 0.060
H 2.67617 5.98410 2.40153 0.136
C 6.45310 -0.36379 8.13105 -0.059
N 5.97923 0.87204 7.54078 -0.198
C 6.84118 2.04213 7.56030 -0.036
C 4.76338 0.97479 6.97175 -0.325
O 4.31797 1.98633 6.46260 0.002
H 6.67160 -0.20365 9.18901 0.089
H 7.36355 -0.68676 7.62188 0.089
H 5.70017 -1.14401 8.03903 0.083
H 6.34482 2.85244 8.09632 0.093
H 7.03308 2.37197 6.53819 0.095
H 7.78255 1.80387 8.04948 0.085
H 4.18713 0.03537 7.00587 0.136
C 5.88937 -0.47437 -6.05901 -0.057
N 5.62525 -1.72692 -6.73986 -0.199
C 6.18704 -1.94820 -8.06117 -0.042
C 4.87237 -2.69669 -6.18524 -0.363
O 4.61467 -3.76549 -6.70384 0.011
H 5.50921 0.35526 -6.65885 0.090
H 6.96608 -0.35323 -5.92076 0.088
H 5.40264 -0.45923 -5.08534 0.082
H 5.38213 -2.12510 -8.77571 0.093
H 6.82970 -2.82934 -8.04236 0.093
H 6.76557 -1.08093 -8.37031 0.085
H 4.49524 -2.42879 -5.18227 0.120
C 7.72010 5.43189 -0.72276 -0.060
N 7.50582 4.44897 0.32072 -0.201
C 6.96217 3.14769 -0.03299 -0.037
C 7.79353 4.69959 1.61215 -0.362
O 7.63601 3.91802 2.52996 0.003
H 6.77109 5.65671 -1.21383 0.090
H 8.42043 5.03513 -1.46081 0.088
H 8.12870 6.34979 -0.30462 0.082
H 6.02637 2.98441 0.50294 0.094
H 7.66574 2.36666 0.25782 0.093
H 6.78273 3.09722 -1.10421 0.085
H 8.19954 5.71268 1.77632 0.133
C -3.18861 -1.20855 -8.44642 -0.058
N -2.58007 -0.81905 -7.19009 -0.199
C -2.84756 -1.61129 -6.00324 -0.035
C -1.77433 0.25536 -7.08955 -0.343
O -1.22902 0.63814 -6.06908 0.004
H -4.27584 -1.19446 -8.34573 0.090
H -2.86621 -2.21768 -8.71154 0.090
H -2.89747 -0.52364 -9.24048 0.082
H -3.31034 -0.98352 -5.24552 0.091
H -1.90863 -2.00005 -5.60363 0.089
H -3.51065 -2.43805 -6.24754 0.088
H -1.64218 0.78225 -8.04969 0.133

=====

Entry 3:
83
Properties=species:S:1:pos:R:3:lowdin_charge:R:1 method="wB97M-V/def2-TZVPD" e_above_lowest_kcal_mol=27.32 multiplicity=1 charge=+1 homo_lumo_gap_ha=0.1812 total_energy_ev=-76692.655 homo_ha=-0.38136 e_lumo_ha=-0.200
Sr 0.48975 -0.00866 0.88024 1.434
C -1.78347 4.28979 0.05720 0.006
C -1.21227 3.01444 0.58460 -0.237
N -0.56007 2.16383 -0.11109 -0.035
O -0.31585 2.44288 -1.43420 -0.073
B 1.12877 2.86786 -1.73268 -1.120
F 1.13125 2.96455 -3.11467 0.146
F 1.32780 4.07910 -1.07317 0.153
O 2.18146 1.89790 -1.36722 0.024
N 2.20367 1.63578 -0.00926 -0.042
C 3.00986 2.28133 0.73746 -0.239
C 4.03076 3.25962 0.26410 -0.003
C 2.84814 2.03535 2.22627 -0.238
N 1.94350 1.19329 2.54703 -0.051
O 1.65255 1.01169 3.85741 0.058
B 0.31736 0.34882 4.05376 -1.074
F 0.23210 -0.79729 3.18531 -0.005
F 0.19970 0.00374 5.36090 0.197
O -0.82036 1.27594 3.72681 0.050
N -0.82707 1.59450 2.41232 -0.027
C -1.37051 2.68861 2.04268 -0.244
C -2.07390 3.63744 2.96002 0.000
C 3.62353 2.81420 3.23978 0.001
H -1.43846 4.46501 -0.95725 0.083
H -1.48597 5.13164 0.68048 0.092
H -2.87527 4.24533 0.08249 0.095
H 4.10103 3.22680 -0.81893 0.090
H 4.99994 3.03523 0.71056 0.093
H 3.74972 4.27125 0.56172 0.102
H -1.97335 3.29306 3.98536 0.085
H -3.13476 3.69939 2.71008 0.093
H -1.66155 4.64273 2.88044 0.087
H 4.21343 3.60734 2.79302 0.070
H 4.28972 2.15034 3.79416 0.098
H 2.93310 3.23866 3.96974 0.095
C 3.20086 -5.37566 0.17379 -0.025
N 3.08806 -3.99972 0.62478 -0.129
C 4.07756 -3.28216 1.23144 -0.040
C 3.55641 -2.04149 1.48005 -0.104
N 2.27443 -1.99114 1.03224 0.000
C 2.00591 -3.17965 0.52039 -0.465
P 0.45444 -3.72283 -0.26654 1.169
C -0.83638 -3.04429 0.82827 -0.479
N -1.47995 -1.88949 0.71126 -0.023
C -2.43809 -1.88699 1.68312 -0.134
C -2.37868 -3.05159 2.39386 -0.035
N -1.37169 -3.78323 1.83526 -0.118
C -0.89058 -5.06762 2.31126 -0.017
C 0.37239 -2.55254 -1.65655 -0.464
N 0.50885 -1.23806 -1.61892 0.018
C 0.49287 -0.80058 -2.90575 -0.113
C 0.32982 -1.87078 -3.74475 -0.041
N 0.25421 -2.97668 -2.94765 -0.130
C 0.14499 -4.34494 -3.42433 -0.028
H 4.16973 -5.76067 0.47953 0.095
H 3.12692 -5.43260 -0.91093 0.088
H 2.42106 -5.98826 0.62205 0.084
H 5.04349 -3.71059 1.43189 0.125
H 4.02143 -1.19691 1.95884 0.112
H -3.08096 -1.03888 1.85043 0.111
H -2.93277 -3.40898 3.24365 0.130
H -1.60473 -5.46501 3.02709 0.097
H 0.07357 -4.94886 2.80555 0.100
H -0.79730 -5.76394 1.47906 0.080
H 0.64045 0.24233 -3.14142 0.109
H 0.28691 -1.94600 -4.81709 0.124
H -0.24157 -4.32939 -4.44006 0.094
H -0.53979 -4.90817 -2.79517 0.077
H 1.11908 -4.83298 -3.42297 0.094
F -5.26606 3.41543 -5.29241 0.162
C -4.61410 2.66841 -4.43616 -0.211
C -5.35952 1.72908 -3.70609 0.040
C -4.69417 0.94806 -2.81375 0.035
C -3.27874 1.09957 -2.63511 -0.230
C -2.60046 0.33805 -1.73412 0.261
C -2.56933 2.07244 -3.41302 0.071
C -3.23934 2.85463 -4.31125 0.059
H -6.42401 1.66412 -3.87966 0.138
H -5.21910 0.20840 -2.22301 0.135
H -3.08648 -0.40949 -1.11856 0.099
H -1.54395 0.50649 -1.60051 0.052
H -1.50378 2.18686 -3.24079 0.121
H -2.74620 3.60481 -4.91265 0.143

=====

Entry 4:
23
Properties=species:S:1:pos:R:3:nbo_charge:R:1 method="wB97M-V/def2-TZVPD" e_above_lowest_kcal_mol=15.88 multiplicity=1 smiles=Cc1ccccc1.CC homo_lumo_gap_ha=0.3651 total_energy_ev=-9559.493 homo_ha=-0.32736 e_lumo_ha=0.038
C -0.05186 2.47562 1.12699 -0.639
C -0.60546 1.30767 0.37164 -0.005
C -0.75460 1.34510 -1.01396 -0.219
C -1.42118 0.32667 -1.67121 -0.212
C -1.85603 -0.79149 -0.97337 -0.228
C -1.59499 -0.89612 0.41073 -0.204
C -0.97064 0.14523 1.06560 -0.214
H 0.25451 2.13828 2.12491 0.214
H -0.84950 3.22449 1.16202 0.224
H 0.86609 2.95760 0.78819 0.222
H -0.42714 2.27192 -1.47027 0.212
H -1.63465 0.26842 -2.72252 0.216
H -2.36373 -1.63949 -1.40761 0.213
H -1.95848 -1.75824 0.95644 0.213
H -0.66825 0.04391 2.10251 0.208
C 2.01964 -0.74690 -0.07181 -0.628
C 1.44249 -2.13477 -0.22435 -0.624
H 3.08800 -0.53815 -0.22290 0.208
H 1.52624 -0.02484 -0.72012 0.215
H 2.00618 -0.38406 0.96256 0.200
H 0.49341 -2.24442 -0.72870 0.220
H 1.25325 -2.54011 0.78167 0.202
H 2.20669 -2.80633 -0.62643 0.207

=====

Entry 5:
7
Properties=species:S:1:pos:R:3:nbo_charge:R:1 method="wB97M-V/def2-TZVPD" e_above_lowest_kcal_mol=106.69 multiplicity=1 homo_lumo_gap_ha="0.2904 / 0.2813" total_energy_ev=-22622.331 homo_ha="-0.33079 / -0.33987" e_lumo_ha="-0.040 / -0.059"
C 0.80064 0.69727 0.30006 -0.278
N 0.24852 1.75840 0.10655 -0.140
N -2.06554 0.60056 -0.29487 -0.741
P -1.80634 -0.88285 -0.30333 0.733
P 0.30341 -1.18020 0.34485 0.202
H 1.83854 0.64906 0.70294 0.230
H 0.68078 -1.64223 -0.85619 -0.007

=====

Entry 6:
48
Properties=species:S:1:pos:R:3:nbo_charge:R:1 method="wB97M-V/def2-TZVPD" multiplicity=1 charge=-1 homo_lumo_gap_ha=0.2650 total_energy_ev=-107289.268 homo_ha=-0.18483 e_lumo_ha=0.080
O -3.56688 -2.13156 -0.10895 -0.750
C -3.39661 -1.46328 1.15710 -0.061
C -2.10227 -1.85255 1.85201 -0.424
C -1.64803 -0.80159 2.87101 -0.399
C -1.08638 0.47322 2.24595 -0.906
Ga -0.99416 2.08373 3.44854 0.782
I -2.28282 3.96691 2.02718 -0.578
H -2.85673 -1.78386 -0.66647 0.465
H -4.26929 -1.75358 1.74455 0.168
H -3.45720 -0.38139 1.01804 0.174
H -1.32003 -1.97266 1.09407 0.199
H -2.23089 -2.83533 2.31575 0.193
H -0.90223 -1.25655 3.53043 0.195
H -2.48212 -0.56086 3.54313 0.193
H -1.68888 0.76495 1.38087 0.205
H -0.08170 0.27946 1.85099 0.197
H -1.85664 1.92998 4.77605 -0.314
H 0.46026 2.70468 3.65223 -0.325
O -0.71473 -2.67787 -2.15637 -0.951
S -1.25535 -3.99250 -2.35844 2.383
O -1.04194 -4.98738 -1.35299 -0.933
O -0.74303 -4.54346 -3.76290 -0.730
C 0.65862 -4.31223 -4.08406 -0.075
C 1.57214 -5.25609 -3.33804 -0.641
C -2.96174 -3.88671 -2.74287 -0.903
H 0.88305 -3.26824 -3.86838 0.208
H 0.69642 -4.47074 -5.15964 0.190
H 1.54984 -5.06440 -2.26681 0.232
H 2.59249 -5.11317 -3.69863 0.214
H 1.28272 -6.29179 -3.51471 0.214
H -3.08849 -3.17444 -3.55350 0.247
H -3.45631 -3.54931 -1.83264 0.290
H -3.31806 -4.87580 -3.01963 0.248
O 3.65579 3.01085 0.02046 -0.966
S 2.49223 3.84805 -0.11217 2.383
O 2.34738 4.57900 -1.33939 -0.953
O 2.44885 4.85337 1.11411 -0.714
C 3.70350 5.37923 1.60612 -0.072
C 4.23353 6.48222 0.71808 -0.639
C 1.02840 2.96248 0.24170 -0.901
H 4.40642 4.55123 1.69399 0.202
H 3.45018 5.74129 2.60023 0.195
H 4.50746 6.09917 -0.26389 0.224
H 5.11699 6.92175 1.18618 0.205
H 3.48249 7.26159 0.59093 0.217
H 1.15409 2.44374 1.19011 0.273
H 0.88741 2.26202 -0.57944 0.247
H 0.19226 3.65841 0.31011 0.289